(1)
{"formula": "C36H33BCl2MoN10O2S", "method": "ωB97M-V/def2-TZVPD", "charge": 1, "spin_multiplicity": 4, "total_energy_ev": -95274.345, "e_lumo_ev": [-2.88, -5.22], "e_homo_ev": [-10.73, -11.01], "s_squared": 3.791, "species": ["Mo", "C", "C", "C", "C", "N", "N", "B", "N", "C", "C", "C", "C", "N", "N", "C", "C", "C", "C", "N", "N", "C", "C", "C", "C", "N", "H", "H", "H", "H", "H", "H", "H", "H", "H", "H", "H", "H", "H", "H", "H", "H", "H", "H", "H", "H", "O", "C", "C", "C", "C", "C", "C", "C", "N", "N", "C", "O", "C", "C", "C", "C", "C", "C", "H", "H", "H", "H", "H", "H", "H", "H", "H", "H", "Cl", "C", "C", "C", "C", "C", "Cl", "C", "S", "H", "H", "H"], "positions_angstrom": [[-0.15229, 0.10566, -0.19741], [-2.44278, 3.27845, -0.83616], [-2.19436, 2.73735, 0.53920], [-2.84304, 3.22098, 1.67694], [-2.32242, 2.51036, 2.72771], [-1.40232, 1.65900, 2.26148], [-1.32596, 1.77325, 0.89501], [-0.49345, 0.62849, 2.98960], [0.94731, 0.96656, 2.53191], [2.00242, 1.31471, 3.27745], [3.02326, 1.69129, 2.43472], [2.51233, 1.54802, 1.14449], [3.25392, 1.80595, -0.12267], [1.24487, 1.11415, 1.21518], [-0.99607, -0.77866, 2.47492], [-1.53420, -1.77292, 3.19541], [-2.32256, -2.54830, 2.37241], [-2.24538, -1.95694, 1.11173], [-3.02880, -2.33354, -0.10512], [-1.42736, -0.89321, 1.18743], [-0.50348, 0.59836, 4.50761], [-1.09366, 1.29631, 5.51350], [-0.67875, 0.75767, 6.69951], [0.18923, -0.29818, 6.33653], [0.93328, -1.23454, 7.24127], [0.29519, -0.38789, 5.02307], [-3.03740, 4.18598, -0.74033], [-2.99395, 2.57700, -1.45708], [-1.51719, 3.52376, -1.35138], [-3.58548, 4.00335, 1.71496], [-2.56405, 2.58025, 3.77116], [1.95950, 1.27613, 4.35245], [4.00841, 2.03883, 2.70728], [4.21795, 2.25446, 0.10939], [2.71414, 2.49450, -0.77331], [3.43378, 0.87510, -0.66136], [-1.33267, -1.85122, 4.25144], [-2.91543, -3.40807, 2.64734], [-4.05259, -2.55053, 0.19231], [-2.63046, -3.23304, -0.57652], [-3.04721, -1.53226, -0.84039], [-1.75283, 2.13249, 5.36409], [-0.95845, 1.07447, 7.69322], [0.71768, -1.00375, 8.28280], [2.01042, -1.15465, 7.08678], [0.64940, -2.27131, 7.05258], [1.06404, -1.25208, 0.36511], [1.05608, -2.58425, 0.39047], [1.74595, -3.25508, 1.39616], [1.76742, -4.63465, 1.40236], [1.12730, -5.37418, 0.39982], [0.46413, -4.71119, -0.60295], [0.40326, -3.30807, -0.61033], [-0.28607, -2.62618, -1.66096], [-0.60215, -1.37996, -1.65343], [-1.23138, -0.94691, -2.83296], [-1.51002, 0.30202, -2.72324], [-1.20650, 0.94474, -1.59703], [-2.11649, 1.02353, -3.85751], [-3.00732, 0.35727, -4.69542], [-3.56383, 1.02109, -5.77672], [-3.22725, 2.34483, -6.02849], [-2.33410, 3.00866, -5.19678], [-1.78201, 2.35209, -4.10731], [2.24084, -2.66880, 2.16098], [2.29342, -5.15355, 2.19531], [1.16105, -6.45596, 0.41219], [-0.03165, -5.26556, -1.39530], [-0.58840, -3.18013, -2.54562], [-3.25477, -0.67604, -4.48728], [-4.26170, 0.50610, -6.42408], [-3.66245, 2.86081, -6.87654], [-2.06715, 4.03883, -5.39948], [-1.07495, 2.85726, -3.46295], [2.90852, -1.77523, -2.36485], [3.43561, -0.55946, -3.45714], [4.50586, -0.85413, -4.27056], [4.96985, 0.09904, -5.16754], [4.37224, 1.34838, -5.25892], [3.29398, 1.64791, -4.45713], [2.60329, 3.21738, -4.61642], [2.77125, 0.69695, -3.52255], [1.37901, 1.09518, -2.62997], [4.97059, -1.82843, -4.20543], [5.81301, -0.13591, -5.80658], [4.74298, 2.08981, -5.95202]], "atomic_forces_ev_per_a": [[-0.4, 0.6, 1.4], [0.0, -0.1, 0.1], [0.0, 0.0, -0.1], [-0.1, 0.1, 0.0], [0.0, 0.1, 0.0], [0.0, -0.2, 0.0], [0.0, 0.1, 0.0], [0.0, 0.0, -0.1], [-0.1, -0.1, -0.1], [0.0, 0.0, 0.0], [0.1, 0.1, 0.0], [0.0, -0.1, 0.0], [-0.1, 0.0, 0.0], [0.2, 0.1, 0.0], [0.0, 0.0, 0.0], [0.0, 0.0, 0.1], [-0.1, -0.1, 0.0], [0.0, 0.1, 0.0], [0.1, 0.0, 0.0], [0.1, -0.1, -0.2], [0.0, 0.0, -0.2], [0.1, 0.0, -0.1], [0.1, -0.1, 0.1], [0.0, 0.0, 0.2], [0.0, 0.1, -0.1], [-0.2, 0.2, 0.1], [0.0, 0.0, 0.0], [0.0, 0.0, 0.0], [0.0, 0.0, 0.0], [0.1, -0.1, 0.0], [0.0, -0.1, -0.1], [0.0, 0.0, -0.1], [-0.1, -0.1, 0.0], [0.0, 0.0, 0.0], [0.0, 0.0, 0.0], [0.0, 0.0, 0.0], [0.0, 0.0, -0.1], [0.1, 0.1, 0.0], [0.0, 0.0, 0.0], [0.0, 0.0, 0.0], [0.0, 0.0, 0.0], [0.1, -0.1, -0.1], [0.0, 0.0, -0.1], [0.0, 0.0, 0.0], [0.0, 0.0, 0.0], [0.0, 0.1, 0.0], [0.9, -0.8, -0.1], [-0.1, 0.4, 0.0], [0.1, 0.0, 0.2], [0.0, 0.0, 0.0], [0.0, 0.0, 0.1], [-0.1, -0.1, -0.1], [-0.1, -0.1, -0.1], [0.0, -0.3, -0.1], [-0.2, 0.2, -0.4], [0.2, -0.3, 0.2], [0.2, 0.0, 0.3], [-0.5, 0.4, -1.3], [-0.1, 0.1, 0.2], [0.0, 0.0, 0.0], [0.0, 0.0, 0.0], [0.0, 0.0, 0.0], [0.0, 0.0, 0.0], [0.0, 0.0, 0.0], [0.0, 0.0, 0.0], [0.0, 0.0, 0.0], [0.0, 0.1, 0.0], [0.0, 0.1, 0.1], [0.0, -0.1, 0.0], [0.0, 0.0, 0.0], [0.0, 0.0, 0.0], [0.0, 0.0, 0.1], [0.0, -0.1, 0.0], [0.0, 0.0, 0.0], [-0.1, 0.0, 0.1], [0.0, 0.1, 0.0], [0.1, 0.0, 0.0], [0.1, 0.0, -0.1], [0.1, 0.0, 0.0], [-0.1, -0.1, 0.1], [0.0, -0.1, 0.1], [-0.1, 0.2, 0.0], [0.2, 0.0, 0.0], [0.0, 0.0, 0.0], [-0.1, 0.0, 0.0], [0.0, 0.0, 0.0]]}

(2)
{"formula": "C4H7NO", "method": "ωB97M-V/def2-TZVPD", "total_energy_ev": -7798.145, "e_lumo_ev": 0.88, "smiles": "CCOCC#N", "e_homo_ev": -10.82, "species": ["C", "C", "O", "C", "C", "N", "H", "H", "H", "H", "H", "H", "H"], "positions_angstrom": [[0.78246, 1.75563, 0.57858], [-0.23735, 0.71538, 0.16732], [0.44490, -0.37527, -0.43727], [-0.41556, -1.35434, -0.93444], [-1.26151, -1.97679, 0.11426], [-1.94155, -2.43471, 0.92978], [1.32770, 2.13534, -0.29048], [0.27649, 2.59526, 1.06583], [1.50244, 1.32875, 1.28275], [-0.96379, 1.13821, -0.54553], [-0.79745, 0.35515, 1.04240], [0.20371, -2.13116, -1.39081], [-1.09326, -0.95406, -1.70519]], "atomic_forces_ev_per_a": [[0.0, 0.0, 0.0], [-0.1, 0.2, 0.1], [0.0, 0.0, 0.0], [-0.1, -0.1, -0.1], [-0.6, -0.4, 0.7], [0.7, 0.4, -0.8], [-0.1, -0.1, 0.1], [0.1, -0.1, -0.1], [-0.1, 0.1, -0.1], [0.1, -0.1, 0.1], [0.1, 0.1, -0.1], [-0.1, 0.1, 0.1], [0.1, 0.0, 0.1]]}

(3)
{"formula": "C7H13N2O2", "method": "ωB97M-V/def2-TZVPD", "charge": 1, "total_energy_ev": -14531.653, "e_lumo_ev": -6.34, "e_homo_ev": -14.10, "species": ["C", "C", "C", "C", "C", "C", "C", "N", "N", "O", "O", "H", "H", "H", "H", "H", "H", "H", "H", "H", "H", "H", "H", "H"], "positions_angstrom": [[1.85133, 1.30303, -0.36678], [1.75945, -0.16698, -1.06313], [0.93253, 1.58150, 0.76501], [0.31431, -0.64951, -1.16309], [-0.04073, 0.44117, 1.05241], [-0.35708, -0.70156, 0.16475], [-0.34010, -1.99452, 0.93188], [-1.85780, 0.96995, -0.17273], [-1.76271, -0.33411, -0.10677], [-2.71827, -1.08290, -0.23634], [-3.16076, 1.36575, -0.18134], [2.86956, 1.29663, 0.10615], [1.78974, 2.15448, -1.00031], [2.24143, -0.06467, -2.02313], [2.26202, -0.91350, -0.48950], [1.38624, 1.97106, 1.67341], [0.17659, 2.25617, 0.44176], [-0.10779, 0.06512, -1.85216], [0.07667, -1.64379, -1.58131], [-0.44626, 0.46880, 2.00232], [-0.15573, -1.71779, 2.00539], [0.29692, -2.69019, 0.57894], [-1.32372, -2.51328, 0.96701], [-3.68584, 0.59916, -0.45244]], "atomic_forces_ev_per_a": [[2.4, -2.3, 0.4], [-0.7, 1.4, 0.8], [-1.6, -3.1, 0.8], [0.8, -0.3, -1.6], [1.9, 2.4, -1.4], [-0.7, 0.6, -0.2], [-2.4, 1.6, 3.0], [-0.8, -1.2, 1.0], [-1.7, 1.7, -0.5], [0.3, -0.3, 0.2], [1.4, 0.5, -0.3], [-0.7, 0.2, -0.8], [0.2, 0.2, -1.2], [0.0, -0.3, -0.3], [1.0, -0.1, 0.6], [-0.2, 0.0, 0.1], [-0.8, 1.3, -0.1], [-0.9, 0.2, 0.1], [0.9, 0.3, -0.3], [-1.2, -0.2, 1.9], [0.2, -0.8, -0.8], [2.6, -2.0, -1.1], [0.3, 0.7, -0.4], [-0.4, -0.6, 0.1]]}

(4)
{"formula": "C6H12O", "method": "ωB97M-V/def2-TZVPD", "charge": 1, "spin_multiplicity": 2, "total_energy_ev": -8452.596, "e_lumo_ev": [-5.46, -9.18], "e_homo_ev": [-13.96, -13.89], "s_squared": 0.755, "species": ["C", "O", "C", "C", "C", "C", "C", "H", "H", "H", "H", "H", "H", "H", "H", "H", "H", "H", "H"], "positions_angstrom": [[0.11590, -1.73994, 0.07887], [-0.68486, -2.74347, 0.69894], [-0.79251, -0.78718, -0.77604], [-1.23574, 0.50241, -0.03111], [-0.25458, 1.66588, -0.39247], [1.90147, 2.05036, 0.70330], [1.26094, 1.38312, -0.31988], [0.70704, -1.22474, 0.83214], [0.84965, -2.07910, -0.71274], [-1.56754, -2.36797, 0.62690], [-0.26226, -0.53919, -1.68574], [-1.67922, -1.34551, -1.04498], [-2.20519, 0.86615, -0.42322], [-1.33197, 0.14638, 0.97479], [-0.33758, 2.01225, -1.44625], [-0.48080, 2.42987, 0.34057], [1.31694, 2.32473, 1.58615], [2.91332, 2.41498, 0.60751], [1.73208, 1.21792, -1.29824]], "atomic_forces_ev_per_a": [[-0.4, 0.2, -2.1], [0.7, 0.7, -0.5], [0.6, 0.3, 0.9], [-0.3, -1.1, -2.3], [2.1, -0.7, 0.1], [0.1, -0.1, 0.7], [-2.4, 1.7, -1.1], [0.2, 0.4, 0.3], [-0.7, -0.7, 1.3], [-0.3, -0.6, 0.3], [-0.1, 0.1, -0.4], [-0.2, -0.2, -0.3], [0.4, -0.2, 0.5], [0.1, 1.0, 1.0], [-0.7, -0.3, 0.7], [-0.1, 0.6, 0.0], [0.4, -0.2, -0.1], [0.2, 0.0, 0.0], [0.3, -0.8, 0.7]]}

ΔE to the lowest compared entry with this formula, charge and spin, respectively: 87.17 144.63 669.43 236.56 kJ/mol.